1.
Molecular formula: C67H79B2BeF8N11O4
Method: DFT, ωB97M-V/def2-TZVPD

As for the total charge: 0. Its multiplicity is 1.

The geometry in XYZ format:
```
172
Properties=species:S:1:pos:R:3:mulliken_charge:R:1
Be 0.723 1.507 -2.584 2.06
B 1.579 2.609 -5.163 0.17
F 2.920 2.914 -4.943 -0.45
F 1.328 1.221 -4.983 -0.19
F 0.909 3.306 -4.147 -0.19
F 1.132 3.016 -6.385 -0.34
B -0.062 0.226 -0.019 0.41
F -0.842 0.833 -0.966 -0.07
F -0.303 0.723 1.250 -0.15
F -0.292 -1.112 -0.094 -0.15
F 1.262 0.492 -0.381 -0.12
N -1.288 3.473 -2.147 0.53
C -1.959 3.680 -0.995 -0.14
C -3.059 4.523 -0.779 -1.26
C -3.628 5.103 -1.923 -0.36
C -3.009 4.875 -3.192 -1.35
C -1.828 4.118 -3.171 -0.23
H -1.624 3.073 -0.167 0.51
H -3.537 4.644 0.183 0.61
H -4.545 5.673 -1.932 0.43
H -3.465 5.349 -4.049 0.62
H -1.327 3.935 -4.110 0.42
N 1.643 -1.604 6.092 -0.60
C 2.440 -2.358 5.272 -0.68
C 2.494 -2.186 3.891 -0.87
C 1.702 -1.114 3.330 0.54
C 0.838 -0.411 4.130 -0.07
C 0.811 -0.705 5.432 -0.67
H 2.994 -3.149 5.755 0.43
H 3.251 -2.627 3.261 0.41
H 1.861 -0.804 2.308 0.69
H 0.211 0.358 3.702 0.29
H 0.093 -0.157 6.024 0.44
N 0.810 -7.196 1.231 -0.60
C 2.063 -7.086 0.761 -0.56
C 2.652 -5.813 0.695 -0.79
C 1.877 -4.718 1.085 -0.35
C 0.576 -4.853 1.523 0.11
C 0.072 -6.111 1.560 -0.35
H 2.611 -7.998 0.577 0.41
H 3.684 -5.626 0.435 0.55
H 2.220 -3.701 0.961 0.81
H -0.027 -3.988 1.756 0.38
H -0.944 -6.282 1.886 0.41
N 1.675 3.730 -1.480 0.60
C 1.555 3.734 -0.175 -0.89
C 2.197 4.684 0.594 -0.39
C 3.034 5.639 0.061 -0.47
C 3.083 5.703 -1.323 -0.99
C 2.457 4.666 -2.085 -0.46
H 0.960 2.977 0.316 0.62
H 2.240 4.556 1.666 0.33
H 3.498 6.330 0.750 0.43
H 3.609 6.522 -1.789 0.44
H 2.491 4.735 -3.162 0.46
N 7.504 -2.828 2.335 -0.57
C 6.406 -2.078 2.250 -0.44
C 5.612 -2.004 1.063 0.23
C 6.019 -2.757 -0.037 -0.35
C 7.248 -3.456 0.068 -0.73
C 7.950 -3.439 1.264 -0.34
H 6.146 -1.485 3.115 0.49
H 4.738 -1.373 0.992 0.47
H 5.556 -2.809 -1.011 0.47
H 7.679 -4.028 -0.740 0.40
H 8.786 -4.100 1.439 0.36
N -2.468 -4.296 -2.015 -0.08
C -2.792 -5.067 -3.088 -0.46
C -1.930 -6.058 -3.596 -0.57
C -0.731 -6.305 -2.955 -0.55
C -0.391 -5.507 -1.875 -0.32
C -1.263 -4.521 -1.436 -0.15
H -3.752 -4.872 -3.542 0.43
H -2.275 -6.626 -4.448 0.43
H -0.018 -7.032 -3.316 0.44
H 0.525 -5.629 -1.316 0.01
H -0.959 -3.841 -0.654 0.76
N 3.274 1.054 -2.467 0.77
C 3.989 0.516 -3.432 -0.29
C 5.362 0.256 -3.412 -1.21
C 6.047 0.661 -2.283 -0.55
C 5.393 1.259 -1.210 -0.81
C 3.996 1.368 -1.311 -0.79
H 3.459 0.310 -4.351 0.43
H 5.830 -0.163 -4.291 0.53
H 7.101 0.442 -2.359 0.39
H 6.037 1.499 -0.377 0.45
H 3.447 1.795 -0.484 0.83
N -3.221 -5.120 2.689 -0.63
C -2.703 -5.294 3.924 -0.34
C -2.015 -4.358 4.661 -0.53
C -1.853 -3.130 4.061 -0.35
C -2.457 -2.845 2.847 0.04
C -3.096 -3.831 2.189 -0.51
H -2.867 -6.296 4.291 0.39
H -1.644 -4.630 5.638 0.45
H -1.319 -2.311 4.520 0.49
H -2.403 -1.839 2.457 0.38
H -3.561 -3.579 1.247 0.65
N -1.233 0.498 -3.813 1.02
C -1.825 1.139 -4.882 -0.51
C -2.956 0.748 -5.557 -1.01
C -3.545 -0.427 -5.140 -0.97
C -3.000 -1.101 -4.023 -0.58
C -1.883 -0.589 -3.406 -0.74
H -1.385 2.078 -5.182 0.31
H -3.310 1.284 -6.425 0.69
H -4.487 -0.709 -5.588 0.41
H -3.579 -1.879 -3.547 0.47
H -1.444 -1.158 -2.600 0.65
N 5.469 2.032 2.177 -0.35
C 5.807 3.331 2.263 -0.50
C 4.966 4.292 2.878 -0.44
C 3.807 3.814 3.510 -0.35
C 3.506 2.427 3.530 -0.28
C 4.360 1.623 2.825 -0.21
H 6.759 3.596 1.827 0.38
H 5.133 5.359 2.870 0.53
H 3.158 4.547 3.965 0.46
H 2.573 2.067 3.940 0.28
H 4.064 0.604 2.621 0.55
N -6.219 -0.461 -0.970 -0.59
C -5.327 -1.448 -0.983 -1.40
C -3.998 -1.304 -0.495 -0.20
C -3.745 -0.076 0.170 0.80
C -4.731 0.876 0.379 -0.14
C -5.951 0.645 -0.191 -1.15
H -5.551 -2.393 -1.454 0.45
H -3.332 -2.128 -0.708 0.82
H -2.756 0.045 0.587 0.23
H -4.572 1.807 0.902 0.64
H -6.832 1.261 -0.088 0.50
C 2.075 -2.827 -1.828 0.15
C 1.329 -2.138 -2.967 0.46
O 1.143 -0.935 -2.906 -0.20
C 0.835 -3.004 -4.172 -1.09
H 1.808 -2.393 -0.864 -0.48
H 3.151 -2.686 -1.940 0.16
H 1.728 -3.850 -1.971 0.26
H 0.106 -2.592 -4.870 0.23
H 0.350 -3.920 -3.833 0.06
H 1.684 -3.321 -4.779 0.45
C -4.929 1.992 5.460 -1.32
C -4.233 2.261 4.081 0.64
O -4.424 3.324 3.506 -0.55
C -3.172 1.341 3.611 0.00
H -4.164 1.551 6.100 0.36
H -5.710 1.234 5.413 0.36
H -5.210 2.903 5.988 0.33
H -2.709 1.755 2.716 -0.48
H -3.607 0.392 3.299 0.45
H -2.322 1.216 4.283 0.29
C -5.619 1.921 -3.348 0.49
C -6.361 2.942 -4.073 0.48
O -7.476 3.360 -3.697 -0.63
C -5.691 3.290 -5.386 -0.90
H -5.735 0.963 -3.855 0.15
H -6.068 1.794 -2.363 -0.10
H -4.572 2.210 -3.254 -0.27
H -5.679 2.429 -6.055 0.28
H -4.661 3.553 -5.146 0.15
H -6.175 4.133 -5.879 0.34
C -0.397 4.073 3.803 -0.32
C -0.326 3.353 5.144 0.79
O 0.607 2.609 5.493 -0.53
C -1.428 3.681 6.110 -1.16
H -1.335 4.588 3.600 0.43
H -0.292 3.348 2.996 -0.41
H 0.422 4.783 3.687 0.42
H -2.179 2.893 6.153 0.02
H -1.931 4.616 5.865 0.38
H -0.979 3.777 7.099 0.43
```



2.
Molecular formula: C68H105F6N20O12S2
Method: DFT, ωB97M-V/def2-TZVPD

As for the total charge: +7. Its multiplicity is 1.

The geometry in XYZ format:
```
213
Properties=species:S:1:pos:R:3:mulliken_charge:R:1
C 5.015 14.080 -12.734 -0.88
N 5.122 12.890 -11.830 -0.04
C 6.290 12.837 -11.161 -0.38
C 6.517 11.780 -10.326 -0.73
C 5.472 10.886 -10.059 0.87
C 4.256 10.929 -10.793 -0.74
C 4.142 11.994 -11.710 0.03
C 5.764 9.862 -8.968 0.75
C 7.043 9.408 -8.831 -0.83
C 7.406 8.753 -7.698 -0.20
N 6.510 8.489 -6.693 0.14
C 5.193 8.818 -6.815 -0.53
C 4.826 9.494 -7.963 -0.85
C 7.034 7.739 -5.508 -0.94
H 5.139 15.015 -12.129 0.39
H 3.938 14.037 -13.036 0.27
H 5.736 13.902 -13.542 0.37
H 6.992 13.601 -11.296 0.53
H 7.342 11.939 -9.649 0.45
H 3.530 10.157 -10.801 0.49
H 3.225 12.055 -12.285 0.39
H 7.798 9.551 -9.536 0.64
H 8.409 8.345 -7.653 0.40
H 4.618 8.516 -6.002 0.97
H 3.798 9.782 -8.139 0.44
H 7.703 6.893 -5.769 0.32
H 6.317 7.486 -4.791 0.32
H 7.609 8.430 -4.975 0.41
C 11.939 -8.025 9.275 -0.87
N 11.140 -7.527 8.149 0.11
C 10.341 -6.454 8.266 -0.25
C 9.649 -5.976 7.212 -0.62
C 9.797 -6.449 5.934 0.87
C 10.756 -7.477 5.761 -0.66
C 11.386 -7.996 6.861 -0.23
C 9.008 -5.943 4.809 0.72
C 8.481 -6.864 3.898 -0.74
C 7.496 -6.361 3.059 -0.27
N 7.160 -5.097 3.065 0.11
C 7.781 -4.161 3.871 -0.68
C 8.686 -4.541 4.751 -0.72
C 5.951 -4.612 2.244 -0.76
H 12.150 -9.077 9.036 0.35
H 11.328 -7.974 10.182 0.36
H 12.858 -7.460 9.550 0.32
H 10.098 -6.095 9.282 0.38
H 9.096 -5.072 7.286 0.51
H 10.916 -7.930 4.757 0.45
H 12.121 -8.755 6.753 0.46
H 8.626 -7.923 3.935 0.48
H 7.100 -7.001 2.267 0.36
H 7.383 -3.187 3.827 0.93
H 9.207 -3.844 5.418 0.51
H 5.097 -4.884 2.837 0.33
H 5.964 -5.189 1.303 0.35
H 6.078 -3.545 2.184 0.22
C 7.643 3.930 3.616 -1.10
C 6.147 3.884 3.317 -0.41
N 5.447 5.162 3.180 0.23
C 4.529 5.608 4.098 -0.32
C 4.143 6.828 3.711 -0.41
N 4.790 7.132 2.539 0.12
C 5.544 6.073 2.225 -0.12
C 4.463 8.225 1.693 -0.84
H 7.785 4.447 4.574 0.35
H 8.280 4.395 2.869 0.36
H 8.091 2.898 3.598 0.33
H 5.636 3.450 4.168 0.15
H 5.815 3.307 2.463 0.40
H 4.155 4.973 4.918 0.40
H 3.479 7.523 4.167 0.44
H 6.284 6.095 1.377 0.37
H 4.077 9.005 2.274 0.33
H 3.834 7.947 0.820 0.37
H 5.342 8.618 1.227 0.35
C 3.044 -7.283 -5.518 -0.81
C 2.815 -8.462 -6.438 -0.32
N 2.215 -8.022 -7.702 0.16
C 2.676 -8.470 -8.919 -0.37
C 1.896 -7.830 -9.875 -0.49
N 1.029 -7.052 -9.182 0.14
C 1.185 -7.210 -7.878 0.15
C 0.127 -6.103 -9.813 -0.78
H 3.960 -6.696 -5.798 0.28
H 3.140 -7.668 -4.526 0.39
H 2.175 -6.662 -5.429 0.08
H 2.065 -9.231 -6.110 0.28
H 3.795 -8.980 -6.652 0.27
H 3.484 -9.091 -8.910 0.47
H 1.873 -7.991 -10.947 0.43
H 0.525 -6.683 -7.149 0.23
H 0.688 -5.314 -10.243 0.39
H -0.528 -5.620 -9.074 0.22
H -0.535 -6.376 -10.621 0.36
C -12.657 8.222 3.010 -1.05
C -11.399 8.838 2.320 -0.57
N -10.593 7.822 1.698 0.14
C -10.681 7.528 0.368 -0.46
C -9.727 6.561 0.141 -0.25
N -9.124 6.296 1.291 0.16
C -9.686 7.065 2.232 -0.11
C -8.130 5.279 1.614 -0.98
H -12.323 7.470 3.757 0.31
H -13.192 7.659 2.272 0.35
H -13.281 8.967 3.468 0.38
H -10.862 9.406 3.158 0.31
H -11.636 9.592 1.600 0.36
H -11.303 8.082 -0.276 0.44
H -9.355 6.169 -0.809 0.44
H -9.479 7.039 3.276 0.42
H -8.000 4.495 0.859 0.41
H -8.544 4.731 2.507 0.34
H -7.140 5.639 1.873 0.33
C -6.436 0.255 -0.388 -1.02
C -6.137 0.482 -1.824 -0.59
N -5.549 -0.770 -2.359 0.24
C -4.157 -0.885 -2.616 -0.68
C -4.060 -2.046 -3.259 -0.85
N -5.291 -2.599 -3.439 0.29
C -6.172 -1.743 -2.945 0.02
C -5.565 -3.779 -4.252 -0.85
H -6.848 1.156 0.019 0.19
H -5.507 -0.171 0.048 0.31
H -7.265 -0.465 -0.288 0.43
H -5.496 1.285 -2.150 0.39
H -7.082 0.561 -2.298 0.39
H -3.523 -0.088 -2.282 0.78
H -3.181 -2.535 -3.669 0.50
H -7.252 -1.776 -3.097 0.39
H -6.443 -3.623 -4.863 0.37
H -5.758 -4.586 -3.595 0.30
H -4.811 -3.930 -5.000 0.38
C 0.352 2.287 -4.553 -1.56
C 0.125 3.096 -3.269 0.16
N 0.993 2.841 -2.110 0.23
C 0.594 3.107 -0.838 -0.71
C 1.392 2.377 -0.043 -0.46
N 2.132 1.544 -0.868 0.19
C 1.893 1.825 -2.105 -0.18
C 3.112 0.482 -0.509 -0.81
H 0.330 1.211 -4.289 0.43
H 1.294 2.540 -5.048 0.34
H -0.487 2.480 -5.209 0.41
H -0.846 2.845 -2.928 0.16
H 0.193 4.173 -3.524 0.26
H -0.108 3.891 -0.591 0.57
H 1.544 2.285 1.013 0.59
H 2.297 1.349 -2.968 0.41
H 3.917 0.919 0.059 0.32
H 3.572 0.052 -1.447 0.25
H 2.683 -0.280 0.188 0.37
C -1.317 -0.485 14.746 -0.35
C -2.238 -0.701 13.764 -0.42
N -7.705 -0.511 16.505 -0.48
C -8.646 -0.789 17.382 -0.24
C -9.807 0.072 17.281 -0.02
N -9.562 0.773 16.200 0.09
C -8.223 0.442 15.797 -0.09
C -10.367 1.852 15.535 -0.79
H -1.450 0.605 14.914 0.24
H -1.907 -2.686 6.183 0.14
H -0.568 -1.162 15.224 0.28
H -1.934 -0.966 12.721 0.27
H -3.146 -0.151 14.050 0.23
H -8.559 -1.549 18.171 0.37
H -10.584 0.174 17.998 0.41
H -7.860 0.924 14.929 0.38
H -9.692 2.574 15.144 0.33
H -11.024 2.274 16.286 0.34
H -11.009 1.347 14.818 0.31
C -8.159 -10.923 0.052 -0.98
C -7.241 -12.181 -0.180 -0.46
N -8.061 -13.350 -0.111 0.09
C -8.494 -14.116 -1.192 -0.34
C -9.327 -15.068 -0.715 -0.36
N -9.375 -14.909 0.626 0.10
C -8.578 -13.847 1.002 -0.02
C -10.063 -15.782 1.534 -0.82
H -8.282 -10.857 1.147 0.30
H -9.110 -11.223 -0.331 0.36
H -7.857 -9.984 -0.436 0.35
H -6.312 -12.237 0.385 0.37
H -6.981 -12.226 -1.233 0.27
H -8.247 -13.769 -2.212 0.35
H -9.782 -15.932 -1.179 0.46
H -8.475 -13.561 2.066 0.34
H -10.239 -15.274 2.516 0.29
H -9.448 -16.682 1.777 0.34
H -10.998 -16.091 1.142 0.37
C -3.033 3.530 0.806 0.54
F -3.099 4.818 0.937 -0.20
F -1.712 3.134 1.150 -0.26
F -3.841 2.879 1.659 -0.22
S -3.446 2.910 -0.828 1.31
O -4.845 3.273 -0.857 -0.69
O -2.531 3.712 -1.670 -0.71
O -3.292 1.470 -0.823 -0.76
C -0.882 -5.019 -4.013 0.61
F -1.841 -5.935 -4.041 -0.25
F -1.115 -4.130 -3.051 -0.22
F 0.250 -5.674 -3.685 -0.26
S -0.608 -4.229 -5.750 1.19
O 0.777 -3.869 -5.691 -0.70
O -0.891 -5.373 -6.641 -0.79
O -1.513 -3.154 -5.906 -0.62
N 4.440 7.533 -3.174 1.18
O 3.594 7.298 -2.358 -0.73
O 5.604 7.219 -2.990 -0.77
O 4.273 8.140 -4.222 -0.74
N 5.380 -1.062 2.653 0.99
O 5.311 0.214 2.702 -0.64
O 6.298 -1.632 3.306 -0.73
O 4.555 -1.712 1.988 -0.64
```



| no. | Kohn-Sham gap (eV) |
| --- | --- |
| 1 | 9.19 |
| 2 | 1.20 |